A cluster of 7 separate species, C36H89N2O22P5 in total at a distorted geometry, computed with wB97M-V/def2-TZVPD.

LUMO energy in eV: 0.5
SMILES: CCOP(=O)(OCC)OCC.CCOP(=O)(OCC)OCC.CCOP(=O)(OCC)OCC.CCOP(=O)(OCC)OCC.CCOP(=O)(OCC)OCC.CN(C)C=O.CN(C)C=O
Relative energy (zero: lowest compared OMol25 entry of this formula, charge and spin) in kcal/mol: 0.00

XYZ file:
```
154
C36H89N2O22P5 wB97M-V/def2-TZVPD
C 19.44576 17.42219 21.01482
C 19.28891 17.64713 19.53406
O 20.29304 18.57459 19.13085
P 20.42298 19.06608 17.64005
O 21.34004 20.20528 17.52093
O 18.88810 19.38289 17.18706
C 18.22097 20.42611 17.85212
C 18.15254 21.60836 16.94609
O 20.67456 17.73674 16.80363
C 21.61670 17.81978 15.68374
C 20.86218 18.17270 14.38542
H 20.46478 17.10252 21.25314
H 19.19075 18.33245 21.55093
H 18.76420 16.66547 21.38471
H 19.48783 16.68892 19.03490
H 18.33816 18.14542 19.25090
H 17.19746 20.07764 17.99993
H 18.72440 20.66285 18.80355
H 19.18385 21.97142 16.81149
H 17.59361 21.41304 16.01423
H 17.74792 22.48326 17.48193
H 22.38486 18.56056 15.98237
H 22.04214 16.79967 15.61006
H 19.94368 17.57902 14.34283
H 20.57481 19.24026 14.36255
H 21.38572 17.81978 13.48298
C 14.93714 14.92629 13.72510
C 15.22499 14.91374 12.24361
O 15.69017 16.23589 11.88096
P 14.91836 17.07653 10.78886
O 15.61225 18.32421 10.45807
O 14.63862 16.17278 9.51599
C 15.55869 16.26560 8.39624
C 15.95629 14.82905 7.98448
O 13.42269 17.13298 11.35758
C 12.45354 17.87334 10.57434
C 11.92544 19.00464 11.41050
H 14.66251 13.91578 14.05000
H 15.74106 15.39035 14.30058
H 14.00826 15.47504 13.91545
H 16.08163 14.25238 12.08404
H 14.33434 14.73131 11.59983
H 14.97186 16.80687 7.62094
H 16.44245 16.85036 8.68182
H 16.38745 14.77228 6.98600
H 16.70853 14.50298 8.69824
H 15.12606 14.12320 7.97387
H 12.90656 18.17484 9.60849
H 11.70502 17.15239 10.28545
H 12.75517 19.66003 11.68050
H 11.09600 19.53895 10.93137
H 11.56349 18.62029 12.35856
C 18.46430 14.45810 16.08209
C 17.71287 13.16588 15.74069
O 18.05013 12.69247 14.41026
P 18.87093 11.36015 14.25458
O 18.37398 10.18959 14.98390
O 18.82135 11.24786 12.66741
C 19.11749 9.87988 12.22276
C 20.61538 9.74087 11.89503
O 20.35242 11.72999 14.71296
C 21.00922 12.76183 13.95960
C 22.26915 13.15100 14.73026
H 18.02216 14.90045 16.97331
H 19.53424 14.30644 16.27625
H 18.48185 15.16228 15.23190
H 17.93436 12.39004 16.49161
H 16.63104 13.34604 15.71895
H 18.83219 9.23900 13.07158
H 18.56635 9.73883 11.29036
H 20.91339 10.52623 11.19042
H 21.15286 9.82917 12.84115
H 20.84111 8.79145 11.39704
H 21.15028 12.37865 12.95224
H 20.35524 13.62866 13.84877
H 21.99129 13.51895 15.71352
H 22.93232 12.30354 14.93945
H 22.83076 13.91114 14.19935
C 10.09052 19.10295 15.21601
C 11.13517 18.74392 16.22045
O 10.48465 17.78030 17.09971
P 11.28353 17.25268 18.33808
O 12.58756 16.58517 18.00120
O 11.43871 18.57191 19.20986
C 12.39756 18.56630 20.29048
C 13.79684 18.92791 19.86992
O 10.25475 16.35993 19.11640
C 9.97985 15.04469 18.58648
C 8.55105 15.01648 18.09900
H 9.70719 18.15533 14.82225
H 9.23466 19.64609 15.62804
H 10.56532 19.68111 14.41111
H 12.02782 18.30371 15.78481
H 11.45117 19.57926 16.82500
H 11.97110 19.22352 21.05997
H 12.35807 17.55574 20.75651
H 14.44364 18.99204 20.75355
H 14.17688 18.25045 19.09543
H 13.84005 19.94142 19.44203
H 10.70331 14.82116 17.76965
H 10.23860 14.34257 19.39786
H 8.40332 15.72232 17.28404
H 8.20346 14.02051 17.80806
H 7.88957 15.37537 18.88168
C 13.17500 21.80135 16.86113
C 12.99698 23.28364 17.17010
O 11.57814 23.50002 17.22062
P 11.11419 24.94014 17.78842
O 11.37380 26.06498 16.87676
O 11.90531 25.14545 19.17341
C 11.58646 24.45660 20.41125
C 11.30824 22.95152 20.32213
O 9.64129 24.68079 18.19914
C 8.54604 24.41234 17.26009
C 8.69620 23.04231 16.51094
H 12.64464 21.47307 15.94796
H 14.22005 21.55322 16.65103
H 12.84651 21.22878 17.73584
H 13.48152 23.51849 18.11303
H 13.42806 24.00152 16.47417
H 12.42851 24.68249 21.04864
H 10.71492 24.96822 20.84189
H 10.36510 22.76028 19.79961
H 12.11917 22.48346 19.75848
H 11.21503 22.45413 21.28872
H 7.68991 24.41436 17.92369
H 8.48300 25.29325 16.62213
H 7.84841 22.72224 15.90810
H 9.60326 23.03805 15.89611
H 8.86804 22.30492 17.29286
C 14.94059 22.91138 12.30344
N 16.29271 22.69995 12.66066
C 16.94481 23.58813 13.56802
C 17.00719 21.62547 12.23791
O 18.15810 21.37332 12.53118
H 14.41942 22.78830 13.23950
H 14.57538 22.08033 11.66694
H 14.83529 23.86730 11.75039
H 16.77741 24.62513 13.29004
H 16.54939 23.34131 14.55397
H 18.01128 23.35956 13.56814
H 16.44892 20.95270 11.54618
C 15.58555 18.42372 15.93727
N 15.85116 18.75702 14.58660
C 17.20650 18.49925 14.06332
C 14.85791 19.27007 13.87466
O 13.73337 19.51044 14.33291
H 14.89293 19.17380 16.30965
H 16.50238 18.44002 16.53336
H 15.06826 17.46225 16.06137
H 17.22014 18.77069 12.98671
H 17.88040 19.11328 14.68614
H 17.36236 17.40476 14.11122
H 15.16395 19.48242 12.83845
```

A structure of composition C25H35Cl3N7PdSSi at a distorted geometry, computed with wB97M-V/def2-TZVPD.

LUMO energy (spin up / spin down) in eV: -2.1 / -4.1
Total charge: +1
⟨S²⟩: 2.008
Spin multiplicity: 3

XYZ file:
```
73
C25H35Cl3N7PdSSi wB97M-V/def2-TZVPD
Pd -0.49699 -1.55219 -0.02928
C -0.80555 -3.72302 -2.38366
N -0.87503 -3.78984 -0.91217
C -2.09513 -4.41143 -0.34716
C -2.98390 -3.27300 0.09141
N -2.55030 -1.98269 0.09744
C -3.66632 -1.20156 0.59414
C -3.82768 0.16503 0.74955
C -5.08336 0.61638 1.01022
C -6.15279 -0.24331 1.16873
C -6.06553 -1.60232 0.87264
C -4.77099 -2.08024 0.77545
N -4.25709 -3.35174 0.47208
C -1.26867 -2.34190 -2.80077
N -1.05387 -1.15721 -2.21995
C -1.35126 -0.14209 -3.10885
C -1.44223 1.24051 -2.98498
C -1.87573 1.91735 -4.10628
C -2.14710 1.29308 -5.31661
C -2.19004 -0.10552 -5.42095
C -1.75475 -0.78067 -4.31809
N -1.78225 -2.17599 -4.06072
H -1.34737 -4.47166 -2.95435
H 0.22228 -3.79395 -2.73109
H -0.03829 -4.23885 -0.56295
H -1.84618 -5.06899 0.52727
H -2.74473 -4.98807 -1.06366
H -2.91135 0.80716 0.71781
H -5.21784 1.70493 1.06976
H -7.07976 0.19040 1.47647
H -6.94564 -2.23096 0.90965
H -4.77965 -4.23313 0.53472
H -1.17031 1.66812 -2.01857
H -2.00454 2.99144 -3.95813
H -2.41374 1.88576 -6.18014
H -2.44845 -0.52489 -6.38561
H -2.06015 -2.88678 -4.74142
Cl 1.68624 -4.14721 1.58434
Si 0.31722 -2.45540 1.81856
Cl -1.37984 -3.31422 2.85444
Cl 1.39203 -1.44192 3.26272
C 5.85981 1.87822 -3.26034
C 5.64821 1.73000 -1.73175
C 4.47974 0.83404 -1.13934
C 3.64017 1.46128 0.01246
N 2.37504 0.74233 0.20174
C 1.48558 0.97860 1.16695
S -0.13429 0.51259 0.92552
N 1.86045 1.56100 2.37156
C 1.02000 1.78535 3.57374
C 1.76274 1.81487 4.90739
C 2.66507 3.04328 5.17140
C 1.94906 4.37096 5.33754
H 5.15233 2.48309 -3.80795
H 5.69969 0.85019 -3.64053
H 6.85820 2.17626 -3.62943
H 5.55953 2.72374 -1.19737
H 6.51829 1.24374 -1.35866
H 4.80154 -0.17643 -0.89539
H 3.86623 0.64986 -1.99635
H 3.53992 2.51460 -0.20850
H 4.20620 1.42092 1.00058
H 1.88195 0.41419 -0.66678
H 2.74383 1.99909 2.35534
H 0.26823 0.94238 3.62238
H 0.49392 2.73104 3.38144
H 2.26400 0.87520 5.07483
H 0.95178 1.86095 5.65820
H 3.51019 3.03340 4.45498
H 3.10837 2.74472 6.12723
H 2.04390 4.65608 6.35915
H 0.86228 4.20543 5.14554
H 2.32470 5.16961 4.70239
```

A structure of composition C45H51AuN5O at a distorted geometry, computed with wB97M-V/def2-TZVPD.

LUMO energy (spin up / spin down) in eV: -5.5 / -5.5
Total charge: +1

XYZ file:
```
103
C45H51AuN5O wB97M-V/def2-TZVPD
Au 0.42323 0.02862 -0.37801
C 4.84333 -0.13725 -1.03188
C 3.35192 -0.11647 -1.10509
N 2.60214 -0.24918 -0.06604
N 3.10274 -0.39834 1.15909
C 2.18782 -0.27861 2.13547
O 0.94863 -0.07754 1.95958
C 2.71080 -0.43164 3.52645
C 1.80565 -0.39799 4.58647
C 2.25669 -0.52615 5.89384
C 3.61409 -0.68416 6.14639
C 4.51866 -0.71954 5.09332
C 4.07076 -0.59569 3.78494
C 2.64623 0.15176 -2.37066
C 3.27388 0.09697 -3.60387
C 2.54576 0.36187 -4.75279
C 1.20366 0.69625 -4.65392
C 0.63535 0.74415 -3.39702
N 1.34271 0.47923 -2.28972
H 5.15103 -0.12301 0.00620
H 5.26706 0.72680 -1.54785
H 5.24109 -1.04227 -1.49947
H 0.75335 -0.26992 4.36559
H 1.54963 -0.50306 6.71644
H 3.96834 -0.77855 7.16858
H 5.57709 -0.84465 5.29268
H 4.76494 -0.62417 2.95676
H 4.32163 -0.16732 -3.65819
H 3.02323 0.30570 -5.72465
H 0.60351 0.91512 -5.52977
H -0.40528 1.02188 -3.25027
C 2.56638 -3.61310 0.33657
C 1.20419 -3.47220 1.02885
C 1.15908 -4.29409 2.31950
C 0.08204 -3.85070 0.07942
C 0.02884 -5.13842 -0.44624
C -0.97092 -5.51551 -1.32634
C -1.93681 -4.59713 -1.70853
C -1.94268 -3.30371 -1.19746
C -2.94540 -2.27841 -1.72363
C -4.31399 -2.87760 -2.05661
C -2.34337 -1.57595 -2.95360
C -0.92902 -2.95452 -0.28400
N -0.94733 -1.61571 0.27010
C -1.86896 -1.33695 1.10271
C -2.20529 -0.04096 1.69961
C -3.02389 -0.12301 2.82121
C -3.42866 0.99553 3.53132
C -3.03908 2.26288 3.08663
C -2.27901 2.39337 1.95133
C -1.82778 1.25884 1.21388
N -1.17296 1.41915 0.03955
C -1.01713 2.69656 -0.59233
C -0.03458 3.63138 -0.22889
C 0.01566 4.82477 -0.93909
C -0.86535 5.09250 -1.97376
C -1.81906 4.15009 -2.32921
C -1.90444 2.93549 -1.66048
C -2.99132 1.92619 -2.02736
C -4.33047 2.34089 -1.40230
C -3.14319 1.74427 -3.54246
C 0.98142 3.38528 0.87190
C 0.83207 4.37778 2.03301
C 2.41019 3.43128 0.31105
H 3.36613 -3.27112 0.99964
H 2.60587 -3.01731 -0.58229
H 2.76408 -4.65663 0.06944
H 1.06737 -2.43248 1.30784
H 1.30570 -5.35931 2.11640
H 0.19872 -4.17659 2.83160
H 1.94937 -3.96610 2.99974
H 0.79281 -5.85639 -0.15903
H -0.99684 -6.52501 -1.72265
H -2.70063 -4.89282 -2.42224
H -3.10590 -1.51374 -0.97236
H -4.28036 -3.46566 -2.97715
H -5.04107 -2.07704 -2.21006
H -4.68040 -3.52276 -1.25288
H -2.06409 -2.31593 -3.70941
H -1.44087 -1.01105 -2.68397
H -3.06496 -0.88324 -3.40010
H -2.50560 -2.16280 1.43012
H -3.34403 -1.10549 3.15126
H -4.05442 0.88978 4.41009
H -3.34368 3.14847 3.63039
H -2.02126 3.37627 1.58051
H 0.76117 5.56694 -0.67079
H -0.80664 6.03363 -2.50921
H -2.50418 4.36027 -3.14515
H -2.71076 0.96300 -1.60102
H -4.60453 3.34723 -1.73160
H -4.27905 2.34593 -0.30950
H -5.12721 1.65342 -1.70427
H -3.64885 2.59947 -4.00062
H -3.74798 0.85772 -3.75687
H -2.17346 1.62471 -4.03552
H 0.80933 2.39274 1.27685
H 0.85465 5.41311 1.67875
H 1.65325 4.24313 2.74209
H -0.10223 4.22213 2.57857
H 2.69211 4.45272 0.03665
H 2.50579 2.80375 -0.58156
H 3.12377 3.07598 1.06143
```

A structure of composition C23H59ClInNO11P at a distorted geometry, computed with wB97M-V/def2-TZVPD.

LUMO energy in eV: 2.3
Total charge: -1

XYZ file:
```
97
C23H59ClInNO11P wB97M-V/def2-TZVPD
C 6.31715 -3.19610 -1.33897
C 4.82399 -3.14990 -1.22732
O 4.24593 -4.10334 -0.92855
O 4.20688 -1.97578 -1.45867
C 3.97601 -1.75143 -2.85937
C 2.50098 -1.70284 -3.27019
In 1.01348 -2.45287 -1.75100
C 0.43560 -4.53093 -2.37634
O -0.61935 -5.14418 -1.57679
N -1.76871 -4.37293 -1.60040
O -2.18916 -4.22009 -0.51066
P -0.92233 -0.78778 -1.66861
O -1.67560 -0.95568 -0.18539
Cl 0.08219 1.09600 -1.47132
H 6.75640 -2.25086 -1.62656
H 6.69189 -3.43340 -0.35458
H 6.62083 -3.96771 -2.02400
H 4.40265 -0.78470 -3.09584
H 4.51108 -2.47230 -3.46822
H 2.20726 -0.72124 -3.61342
H 2.42378 -2.37093 -4.12084
H 1.71506 -2.55014 -0.12939
H 0.19186 -4.58661 -3.43507
H 1.30477 -5.15247 -2.25815
H -1.09198 -1.43849 0.41726
C 8.84530 -0.15818 0.26078
C 8.21307 0.60582 -0.89424
C 8.33478 2.10995 -0.69652
O 6.84384 0.24020 -1.02814
H 8.34011 0.08135 1.20033
H 8.74754 -1.23334 0.10629
H 9.90467 0.08462 0.36549
H 8.69821 0.32065 -1.82914
H 7.81410 2.41954 0.21364
H 7.87484 2.64240 -1.52948
H 9.37959 2.41759 -0.61932
H 6.38762 0.47945 -0.21250
C 3.12452 5.16976 -3.49030
C 2.01728 4.57040 -4.34637
C 0.66858 4.66932 -3.65111
O 2.31271 3.20929 -4.64466
H 3.20986 4.62965 -2.54390
H 4.08689 5.08843 -3.99802
H 2.93232 6.22243 -3.27228
H 1.97654 5.09044 -5.30537
H 0.68253 4.11304 -2.71040
H -0.11394 4.23008 -4.26999
H 0.40442 5.70775 -3.43768
H 2.34529 2.71884 -3.81329
C -1.05180 -6.40208 2.02516
C -1.31852 -5.48732 3.20810
C -2.55457 -5.92339 3.98405
O -1.47650 -4.14892 2.75075
H -1.88579 -6.37936 1.32037
H -0.16900 -6.06634 1.48169
H -0.89434 -7.43504 2.34585
H -0.45242 -5.48600 3.87265
H -3.44003 -5.88671 3.34361
H -2.73533 -5.25233 4.82592
H -2.44534 -6.94058 4.36597
H -2.23642 -4.12722 2.15601
C -2.83324 3.82461 -0.32183
C -3.96874 3.19344 -1.11568
C -5.29119 3.28573 -0.36527
O -3.66137 1.83701 -1.40132
H -2.69504 3.30270 0.62865
H -1.89482 3.74481 -0.87137
H -3.03155 4.87944 -0.11388
H -4.06137 3.69572 -2.08102
H -5.23299 2.74947 0.58481
H -6.09280 2.82595 -0.94251
H -5.56220 4.32424 -0.15903
H -3.56394 1.36200 -0.56664
C 0.66147 -2.57539 5.44000
C 0.73440 -1.14231 4.93525
C -0.00490 -0.19149 5.86786
O 0.19135 -1.06416 3.62553
H -0.37712 -2.91486 5.48292
H 1.18884 -3.24387 4.75904
H 1.10162 -2.67214 6.43578
H 1.77781 -0.83359 4.85310
H -1.06355 -0.45940 5.92578
H 0.05046 0.83078 5.49175
H 0.41424 -0.21618 6.87643
H -0.73177 -1.34186 3.66784
C -10.41062 4.04813 1.30332
C -9.08339 4.16651 0.56767
C -9.29142 4.31274 -0.93258
O -8.27160 3.02760 0.83702
H -10.95598 3.16126 0.96887
H -10.24448 3.94084 2.37578
H -11.03859 4.92469 1.13339
H -8.53296 5.02930 0.94529
H -9.80171 3.43375 -1.33612
H -8.33204 4.39319 -1.44432
H -9.88756 5.19675 -1.16665
H -8.73450 2.24706 0.51064
```

An isolated molecule of C3H3FO at a distorted geometry, computed with wB97M-V/def2-TZVPD.

LUMO energy in eV: -0.4
SMILES: C=C(F)C=O
Relative energy (zero: lowest compared OMol25 entry of this formula, charge and spin) in kcal/mol: 15.65

XYZ file:
```
8
C3H3FO wB97M-V/def2-TZVPD
C -0.72223 -0.79847 -0.75430
C 0.19264 -0.31637 0.18329
F 1.07628 -1.15052 0.72348
C 0.41998 1.15317 0.49987
O -0.02232 2.13928 -0.03864
H -0.52421 -1.83122 -0.70298
H -1.64168 -0.36432 -1.17914
H 1.22154 1.16847 1.26843
```